Entry 1:
The following is a quantum chemistry calculation of an isolated molecule of C5H13NO in a non-equilibrium geometry, from the Open Molecules 2025 dataset.

- total charge = 0
- gap between HOMO and LUMO (eV) = 9.67
- SMILES = CC[C@@H](CO)NC
- LUMO energy (hartree) = 0.0358

Structure (XYZ):
```
20
Properties=species:S:1:pos:R:3:forces:R:3
C 0.1970 -2.0779 0.2909 0.989 3.593 -1.552
C 0.0516 -0.7172 1.0951 -0.821 -0.776 -1.127
C -0.3591 0.4806 0.0940 0.624 -2.816 1.152
C -0.4125 1.7089 0.9230 2.114 4.065 -0.343
O -1.5413 1.8863 1.7448 0.217 -0.698 1.274
N 0.6777 0.5710 -0.9085 0.332 0.006 0.371
C 0.2862 0.1484 -2.2327 1.173 -0.036 -1.549
H -0.4837 -2.2677 -0.5192 -1.270 0.154 0.146
H 1.0747 -1.8811 -0.3414 0.409 -0.747 0.468
H 0.2963 -2.9232 0.8636 0.452 -1.891 1.455
H -0.7211 -0.8948 1.8871 0.820 0.614 -0.380
H 1.0788 -0.4465 1.4995 -1.373 -0.340 -0.070
H -1.2802 0.1828 -0.4572 0.157 0.611 0.900
H -0.3903 2.6788 0.2839 -0.184 -1.754 0.465
H 0.6581 1.8555 1.4515 -2.342 -0.649 -0.590
H -1.3552 1.5934 2.6610 -0.140 0.145 -0.916
H 1.4983 0.0291 -0.6496 -0.320 0.408 0.234
H 1.0070 -0.7100 -2.5104 -1.128 1.379 -0.252
H 0.4734 1.0934 -2.9055 -0.883 -2.232 0.523
H -0.7554 -0.3098 -2.2699 1.174 0.962 -0.213
```
Positions in Å, forces in eV/Å.

Entry 2:
The following is a quantum chemistry calculation of a cluster of 2 separate species, C5H13NO in total in a non-equilibrium geometry, from the Open Molecules 2025 dataset.

- total charge = 0
- gap between HOMO and LUMO (eV) = 8.32
- SMILES = CC/C=C\NC.O
- LUMO energy (hartree) = 0.0226

Structure (XYZ):
```
20
Properties=species:S:1:pos:R:3:forces:R:3
C 1.7869 1.7663 -2.9400 0.942 -1.175 0.840
C 1.2865 1.6478 -1.4916 1.039 2.320 0.082
C -0.1544 1.2420 -1.4300 0.214 0.508 0.679
C -0.7642 0.9826 -0.2612 0.341 -0.982 0.527
N -0.1852 1.3162 0.9619 0.325 0.426 -1.078
C -0.1151 0.4930 2.1421 -0.473 0.265 0.136
H 2.8776 1.8789 -2.9971 -0.176 0.357 0.255
H 1.3325 2.5945 -3.4725 -0.306 -0.296 -0.272
H 1.6559 0.7587 -3.3467 -0.501 0.409 -0.747
H 2.0199 1.1634 -0.8456 -0.397 -1.565 -0.255
H 1.5408 2.6143 -1.0022 -0.934 0.506 -0.432
H -0.7435 1.3980 -2.3258 0.071 -0.694 -0.142
H -1.6639 0.3746 -0.2046 -0.357 0.569 -0.005
H 0.5327 1.9984 0.7944 0.279 -0.003 0.527
H 0.8938 0.2375 2.4781 0.084 -0.255 -0.527
H -0.5418 1.0203 3.0047 -0.288 -0.212 -0.127
H -0.6960 -0.3952 1.8939 0.136 -0.178 0.541
O -1.7314 -6.0576 2.3742 0.206 0.236 -0.027
H -2.6590 -5.8707 2.2259 -0.272 -0.079 -0.014
H -1.3052 -5.2067 2.2165 0.067 -0.158 0.040
```
Positions in Å, forces in eV/Å.

Entry 3:
The following is a quantum chemistry calculation of a cluster of 2 separate species, C5H13NO in total in a non-equilibrium geometry, from the Open Molecules 2025 dataset.

- total charge = 0
- gap between HOMO and LUMO (eV) = 8.72
- SMILES = CCC/C=C/N.O
- LUMO energy (hartree) = 0.0272

Structure (XYZ):
```
20
Properties=species:S:1:pos:R:3:forces:R:3
C -2.0305 -0.0901 0.6262 -1.992 -1.348 -5.116
C -1.2053 -1.3741 0.6593 -1.408 0.510 0.738
C -0.2920 -1.5251 -0.5141 -6.180 4.263 -3.796
C 0.3263 -0.1731 -0.8826 2.078 -1.104 -0.029
C 1.6338 0.0436 -0.5299 -3.282 -2.507 -1.069
N 2.3849 1.0901 -0.9077 2.391 2.907 -1.196
H -2.2875 0.4543 1.4413 -0.985 0.639 3.174
H -3.0664 -0.2926 -0.0622 2.640 0.576 1.932
H -1.5115 0.6983 0.0769 0.059 -0.308 -0.198
H -0.5480 -1.3937 1.4730 0.862 0.343 1.823
H -1.8541 -2.2405 0.8162 0.021 -0.023 -0.219
H 0.3312 -2.2522 -0.2763 3.136 -3.423 0.163
H -1.1336 -1.7625 -1.4223 2.825 0.055 1.865
H -0.2554 0.4734 -1.5635 0.613 -0.200 0.535
H 2.0688 -0.7903 0.0234 0.455 0.482 0.008
H 1.8431 1.8242 -1.4509 1.489 -1.465 0.701
H 3.4184 0.9353 -1.1756 -2.689 0.480 0.561
O 0.4006 2.1659 1.5693 2.747 -1.779 -0.463
H 0.5481 2.6102 0.7459 -0.875 1.384 -0.893
H 1.2290 1.5989 1.3536 -1.905 0.518 1.480
```
Positions in Å, forces in eV/Å.

Entry 4:
The following is a quantum chemistry calculation of a cluster of 2 separate species, C5H13NO in total in a non-equilibrium geometry, from the Open Molecules 2025 dataset.

- total charge = 0
- gap between HOMO and LUMO (eV) = 10.52
- SMILES = CC(N)=O.CCC
- LUMO energy (hartree) = 0.0300

Structure (XYZ):
```
20
Properties=species:S:1:pos:R:3:forces:R:3
C -3.1793 -2.2074 -0.2142 0.047 -0.211 -2.010
C -2.1838 -1.2551 0.3483 -1.127 2.545 1.998
N -2.4907 -0.8141 1.6575 1.395 -0.305 -0.741
O -1.2967 -0.6534 -0.1972 0.708 -0.955 -1.089
H -2.6746 -2.9262 -0.9220 -0.620 0.718 0.815
H -4.0091 -1.6769 -0.7833 1.180 -0.470 0.719
H -3.5976 -2.6989 0.6285 -0.631 -0.894 0.387
H -1.7130 -0.3040 2.1144 -1.259 -0.456 -0.397
H -3.2955 -1.1241 2.1607 0.042 -0.188 0.343
C 1.0793 1.1025 -0.5520 -3.856 -1.178 2.319
C 2.2433 1.6382 0.2807 1.671 -2.545 -3.367
C 3.4637 1.3189 -0.8304 -4.523 -1.917 0.290
H 0.9345 -0.0104 -0.5180 0.990 0.731 0.265
H 1.0084 1.2575 -1.6155 0.384 0.949 -0.321
H 0.0302 1.3101 -0.0811 1.712 0.331 -0.965
H 2.2402 2.7094 0.4818 -0.165 -0.294 0.375
H 2.4268 0.9100 1.1368 -0.232 1.547 -0.732
H 3.3904 0.2015 -1.0686 -0.232 1.450 0.111
H 3.3484 1.8698 -1.7718 0.436 0.167 0.637
H 4.2751 1.3525 -0.2543 4.080 0.974 1.362
```
Positions in Å, forces in eV/Å.

Entry 5:
The following is a quantum chemistry calculation of a cluster of 2 separate species, C5H13NO in total in a non-equilibrium geometry, from the Open Molecules 2025 dataset.

- total charge = 0
- gap between HOMO and LUMO (eV) = 8.21
- SMILES = CC/C=C/NC.O
- LUMO energy (hartree) = 0.0325

Structure (XYZ):
```
20
Properties=species:S:1:pos:R:3:forces:R:3
C -2.4338 0.0400 0.3952 0.317 -1.021 -0.802
C -1.3452 -1.0514 0.5002 0.184 0.244 -0.719
C 0.0661 -0.4797 0.6069 0.080 0.167 1.110
C 0.2503 0.7102 1.2203 -1.016 0.217 -1.086
N 1.3944 1.4522 1.3069 1.529 0.368 0.154
C 2.7152 1.0436 0.8356 -0.303 0.967 -0.588
H -2.2741 0.7216 -0.4584 0.016 -0.253 0.413
H -3.3756 -0.4946 0.2516 -0.161 0.349 0.095
H -2.4586 0.5854 1.3161 -0.359 0.484 0.392
H -1.4797 -1.7615 -0.3521 0.467 0.572 0.493
H -1.5698 -1.6228 1.3887 -0.117 -0.437 0.341
H 0.9564 -1.0971 0.4780 -0.396 -0.047 -0.547
H -0.6498 1.2526 1.5653 0.792 -0.130 -0.223
H 1.3599 2.4236 1.5456 -0.539 -0.050 0.201
H 3.2290 1.8054 0.2089 -0.414 0.412 0.941
H 2.6072 0.3461 0.0311 -0.093 -1.385 0.154
H 3.3730 0.7708 1.6631 0.008 -0.456 -0.334
O 0.1399 -1.6778 -3.8704 -0.216 0.224 -0.676
H -0.8113 -1.5409 -3.8423 -0.180 -0.093 0.457
H 0.3064 -1.4257 -4.7904 0.402 -0.131 0.225
```
Positions in Å, forces in eV/Å.

Entry 6:
The following is a quantum chemistry calculation of a cluster of 2 separate species, C5H13NO in total in a non-equilibrium geometry, from the Open Molecules 2025 dataset.

- total charge = 0
- gap between HOMO and LUMO (eV) = 10.72
- SMILES = CC(N)=O.CCC
- LUMO energy (hartree) = 0.0288

Structure (XYZ):
```
20
Properties=species:S:1:pos:R:3:forces:R:3
C -0.2984 -1.1397 2.5323 0.293 0.494 -0.296
C -1.7158 -0.6200 2.4904 0.854 0.276 -0.537
N -1.8820 0.7465 2.5656 -1.412 0.386 0.137
O -2.6707 -1.3174 2.2354 -0.191 -0.250 0.221
H 0.2609 -0.6725 3.3427 0.044 -0.244 0.118
H 0.1997 -0.8304 1.6071 -0.115 0.162 0.025
H -0.2340 -2.2221 2.5297 -0.282 -0.029 0.396
H -2.8818 0.9411 2.5301 0.432 0.202 -0.039
H -1.3308 1.5280 2.9071 0.389 -0.989 -0.056
C 0.4853 -0.1285 -3.1789 -2.200 0.810 -0.526
C 0.5521 0.1639 -1.6720 0.459 -1.168 -1.000
C 1.7793 0.9095 -1.2305 1.512 1.039 1.041
H 0.2156 0.7481 -3.7860 0.789 0.273 0.198
H -0.4704 -0.6575 -3.3228 0.435 -0.558 0.003
H 1.2754 -0.6783 -3.6763 0.327 -0.047 0.380
H -0.3748 0.6541 -1.3875 -0.012 -0.025 0.177
H 0.5685 -0.8563 -1.2730 -0.194 0.305 0.598
H 1.6270 1.8835 -0.7487 -0.560 0.004 -0.354
H 2.3848 0.4289 -0.4497 -0.313 -0.488 -0.198
H 2.5101 1.1190 -2.0151 -0.257 -0.154 -0.288
```
Positions in Å, forces in eV/Å.

Entry 7:
The following is a quantum chemistry calculation of an isolated molecule of C5H13NO in a non-equilibrium geometry, from the Open Molecules 2025 dataset.

- total charge = 0
- gap between HOMO and LUMO (eV) = 10.99
- SMILES = CCC(C)(C)ON
- LUMO energy (hartree) = 0.0380

Structure (XYZ):
```
20
Properties=species:S:1:pos:R:3:forces:R:3
C -0.1099 -1.0936 -2.1104 -0.035 -0.181 -0.127
C 0.8444 -0.4635 -1.1191 -0.907 0.979 1.786
C 0.0921 0.1682 0.2679 0.538 -0.938 -2.754
C -0.3801 1.5915 -0.0382 0.022 0.009 0.274
C -1.0618 -0.7280 0.7220 0.127 0.069 0.176
O 1.1822 0.1457 1.1459 -0.612 0.977 2.981
N 0.6941 0.6986 2.5527 0.994 -0.985 -2.226
H -0.9263 -0.4191 -2.3809 0.017 -0.048 -0.003
H -0.5375 -2.0184 -1.7104 -0.041 0.152 -0.068
H 0.4236 -1.3595 -3.0310 -0.109 0.071 0.123
H 1.5964 -1.1938 -0.8062 -0.174 0.092 0.215
H 1.3888 0.3681 -1.5775 -0.101 -0.015 0.111
H -1.0565 1.6126 -0.8978 0.108 -0.066 0.043
H -0.9156 2.0164 0.8170 0.014 -0.142 -0.058
H 0.4734 2.2475 -0.2354 -0.043 -0.168 -0.107
H -1.8569 -0.7727 -0.0284 0.195 -0.021 0.022
H -0.7037 -1.7390 0.9355 -0.014 0.026 -0.154
H -1.5127 -0.3466 1.6436 0.137 0.094 -0.115
H 0.9410 -0.1055 3.1344 -0.032 0.204 -0.108
H 1.4251 1.3912 2.7162 -0.082 -0.108 -0.011
```
Positions in Å, forces in eV/Å.

Entry 8:
The following is a quantum chemistry calculation of a cluster of 2 separate species, C5H13NO in total in a non-equilibrium geometry, from the Open Molecules 2025 dataset.

- total charge = 0
- gap between HOMO and LUMO (eV) = 8.98
- SMILES = C=NCCCC.O
- LUMO energy (hartree) = 0.0291

Structure (XYZ):
```
20
Properties=species:S:1:pos:R:3:forces:R:3
C 1.8752 1.8887 0.8646 1.046 -2.051 -1.854
N 1.0018 1.2157 1.4309 -2.529 2.155 0.840
C -0.1114 0.3989 0.9510 1.212 -1.713 1.311
C -0.3880 0.5621 -0.5105 -0.469 -0.537 -1.739
C -1.3184 -0.6255 -0.9931 2.292 -0.460 -1.111
C -2.4237 -0.9792 -0.0505 0.178 2.637 4.036
H 2.1458 2.9135 0.9776 0.338 0.855 1.637
H 2.5119 1.4764 0.0461 -0.448 0.013 -0.583
H 0.0404 -0.6879 1.2649 0.245 0.983 -0.951
H -1.0145 0.5948 1.5243 0.124 0.715 0.311
H 0.5735 0.6589 -1.0356 -0.193 -0.965 -0.118
H -0.8484 1.5030 -0.9022 -0.145 -0.298 1.347
H -0.6462 -1.5594 -1.1809 -1.139 1.549 0.218
H -1.7539 -0.3099 -1.9722 0.301 -0.465 0.651
H -2.9194 -0.0781 0.4420 0.487 -0.211 -1.237
H -3.2250 -1.4507 -0.4665 -1.921 -1.739 -1.374
H -2.2265 -1.4270 0.9657 0.667 -0.478 -1.412
O 2.5596 -1.6124 -0.3771 1.216 -0.079 -0.844
H 2.8107 -0.7560 -0.0413 -0.487 0.715 0.747
H 3.3565 -1.7258 -0.9369 -0.773 -0.625 0.125
```
Positions in Å, forces in eV/Å.